(1)
Formula: C2H11N2O
Source: the Open Molecules 2025 dataset
Level of theory: ωB97M-V/def2-TZVPD

Geometry (Å):
C 0.934 -0.622 0.936
N -0.172 -1.621 0.992
C 1.251 -0.187 -0.520
N 0.002 0.332 -1.227
H 0.445 0.246 1.546
H 1.755 -1.075 1.609
H -0.860 -1.264 1.693
H 0.255 -2.462 1.431
H 1.966 0.629 -0.675
H 1.688 -1.056 -0.864
H 0.287 0.819 -2.161
H -0.342 1.159 -0.787
H -0.723 -0.439 -1.376
H -2.218 1.298 0.392
H -2.463 2.338 -0.748
O -1.806 1.905 -0.241

Computed properties:
- E_tot (hartree) = -267.271105
- gap between HOMO and LUMO (eV) = 10.6
- max |F| (Eh/bohr) = 0.0767
- total charge = +1
- energy relative to the best compared isomer or geometry (same formula, charge and spin) (kJ/mol) = 140.70
- HOMO (hartree) = -0.5153
- E_LUMO (eV) = -3.4

=====

(2)
Formula: C2H2Cl2OS
Source: the Open Molecules 2025 dataset
Level of theory: ωB97M-V/def2-TZVPD

Geometry (Å):
C 0.783 -0.160 0.092
C -0.260 0.577 -0.104
O 0.327 -2.290 0.031
S -0.222 2.377 0.283
Cl 2.398 0.061 0.318
Cl -1.892 -0.094 -0.153
H 0.457 -2.711 -0.851
H -1.591 2.242 0.385

Computed properties:
- E_tot (hartree) = -1471.043898
- gap between HOMO and LUMO (alpha / beta) (eV) = 8.2 / 8.2
- max |F| (Eh/bohr) = 0.0889
- total charge = 0
- energy relative to the best compared isomer or geometry (same formula, charge and spin) (kJ/mol) = 446.24
- HOMO (alpha / beta) (hartree) = -0.3533 / -0.3534
- E_LUMO (alpha / beta) (eV) = -1.4 / -1.4

=====

(3)
Formula: C23H53FInN4O3
Source: the Open Molecules 2025 dataset
Level of theory: ωB97M-V/def2-TZVPD

Geometry (Å):
C 2.293 1.903 4.374
C 3.424 2.830 3.911
C 4.666 2.106 3.345
C 4.777 2.232 1.817
C 3.602 1.652 1.018
C 3.716 0.189 0.602
C 3.924 -0.841 1.717
C 3.594 -2.280 1.269
C 2.210 -2.794 1.740
C 1.019 -1.857 1.449
C -0.356 -2.565 1.480
C -1.527 -1.657 1.908
C -1.613 -0.264 1.270
C -2.914 0.462 1.672
In -3.221 2.249 0.431
N -2.967 1.625 -1.599
F -5.142 2.938 0.611
H 2.245 0.998 3.766
H 2.438 1.588 5.412
H 1.317 2.388 4.307
H 3.037 3.522 3.157
H 3.732 3.450 4.758
H 4.646 1.054 3.646
H 5.573 2.527 3.792
H 4.857 3.300 1.588
H 5.710 1.771 1.466
H 3.495 2.233 0.099
H 2.662 1.815 1.555
H 2.775 -0.069 0.112
H 4.497 0.078 -0.161
H 3.262 -0.572 2.543
H 4.940 -0.784 2.120
H 4.375 -2.966 1.615
H 3.615 -2.316 0.171
H 2.012 -3.755 1.244
H 2.245 -2.999 2.817
H 1.164 -1.385 0.476
H 0.986 -1.048 2.186
H -0.299 -3.432 2.153
H -0.578 -2.958 0.479
H -1.493 -1.529 2.998
H -2.464 -2.172 1.668
H -0.749 0.342 1.578
H -1.526 -0.354 0.179
H -3.758 -0.229 1.575
H -2.835 0.793 2.713
H -2.065 3.541 0.779
H -3.463 2.248 -2.233
H -3.411 0.717 -1.713
C -5.895 -0.434 -1.585
O -5.197 -1.299 -1.094
N -6.275 -0.435 -2.885
C -7.088 0.620 -3.439
C -5.808 -1.512 -3.734
H -6.259 0.441 -1.023
H -8.029 0.232 -3.837
H -6.563 1.146 -4.241
H -7.313 1.340 -2.654
H -6.155 -2.479 -3.365
H -4.717 -1.540 -3.759
H -6.188 -1.353 -4.742
C 1.697 4.996 -0.930
O 2.250 4.245 -0.153
N 0.706 4.608 -1.748
C 0.049 5.521 -2.648
C 0.258 3.221 -1.670
H 1.938 6.072 -1.008
H -1.015 5.604 -2.415
H 0.150 5.193 -3.687
H 0.501 6.508 -2.552
H -0.097 2.979 -0.671
H 1.074 2.540 -1.916
H -0.558 3.076 -2.372
C 1.067 -3.699 -2.031
O 0.855 -2.825 -2.843
N 0.579 -4.958 -2.126
C 0.855 -5.961 -1.125
C -0.267 -5.279 -3.259
H 1.681 -3.547 -1.127
H 1.372 -6.822 -1.557
H -0.065 -6.312 -0.651
H 1.489 -5.527 -0.354
H 0.270 -5.136 -4.198
H -1.147 -4.634 -3.279
H -0.583 -6.317 -3.177

Computed properties:
- E_tot (hartree) = -1642.942766
- gap between HOMO and LUMO (eV) = 6.9
- max |F| (Eh/bohr) = 0.0097
- total charge = -1
- HOMO (hartree) = -0.1663
- E_LUMO (eV) = 2.4

=====

(4)
Formula: C15H28Br8O6
Source: the Open Molecules 2025 dataset
Level of theory: ωB97M-V/def2-TZVPD

Geometry (Å):
C 0.266 -1.527 2.319
C -0.700 -1.243 1.196
C -0.439 0.057 0.422
O -0.008 -0.401 -0.884
C -0.212 -1.721 -1.002
O -0.063 -2.358 -1.989
O -0.587 -2.259 0.187
H 1.246 -1.739 1.899
H -0.095 -2.361 2.922
H 0.258 -0.666 2.993
H -1.723 -1.263 1.572
H 0.332 0.679 0.867
H -1.370 0.586 0.235
Br -3.619 0.992 2.416
C -2.434 1.236 3.929
C -2.368 -0.025 4.733
Br -1.241 0.283 6.289
H -2.779 2.082 4.516
H -1.461 1.536 3.538
H -1.982 -0.884 4.196
H -3.351 -0.272 5.128
Br -3.485 -5.982 -1.537
C -3.091 -4.058 -1.473
C -4.246 -3.389 -0.788
Br -3.813 -1.522 -0.526
H -2.881 -3.756 -2.489
H -2.212 -3.996 -0.843
H -4.390 -3.861 0.183
H -5.218 -3.413 -1.269
Br 3.810 -2.535 2.638
C 3.177 -3.572 1.140
C 4.047 -4.726 0.761
Br 5.906 -4.241 0.474
H 3.052 -2.886 0.303
H 2.177 -3.926 1.389
H 3.721 -5.188 -0.166
H 4.053 -5.495 1.531
Br -2.567 2.837 -1.020
C -1.249 4.267 -1.164
C -0.180 4.113 -0.136
Br -0.857 4.265 1.683
H -1.793 5.204 -1.151
H -0.823 4.112 -2.151
H 0.556 4.906 -0.227
H 0.319 3.158 -0.246
C 0.687 1.730 -3.943
O 2.012 2.213 -4.104
C 2.376 3.207 -3.304
O 1.740 3.649 -2.379
O 3.576 3.636 -3.687
C 4.117 4.728 -2.950
H -0.024 2.539 -3.771
H 0.625 1.011 -3.130
H 0.410 1.236 -4.871
H 4.765 5.284 -3.617
H 4.702 4.358 -2.103
H 3.334 5.362 -2.542

Computed properties:
- SMILES string = C[C@H]1COC(=O)O1.COC(=O)OC.BrCCBr.BrCCBr.BrCCBr.BrCCBr
- E_tot (hartree) = -21631.945901
- gap between HOMO and LUMO (eV) = 10.5
- max |F| (Eh/bohr) = 0.0199
- total charge = 0
- energy relative to the best compared isomer or geometry (same formula, charge and spin) (kJ/mol) = 0.00
- HOMO (hartree) = -0.3708
- E_LUMO (eV) = 0.4

=====

(5)
Formula: C4H6N2O
Source: the Open Molecules 2025 dataset
Level of theory: ωB97M-V/def2-TZVPD

Geometry (Å):
C 0.168 0.628 -1.279
N -0.537 -0.664 -1.058
C 0.630 -0.616 0.953
C -0.329 0.350 0.101
C 0.808 -1.645 0.207
O 0.865 -0.260 2.207
N -1.195 1.043 0.843
H 0.213 0.471 2.356
H -1.478 -0.713 -1.446
H -1.013 2.041 0.742
H 1.216 0.551 -1.545
H -0.393 1.385 -1.819
H 1.045 -2.572 -0.262

Computed properties:
- E_tot (hartree) = -340.540133
- gap between HOMO and LUMO (alpha / beta) (eV) = 7.6 / 7.6
- max |F| (Eh/bohr) = 0.0295
- total charge = 0
- energy relative to the best compared isomer or geometry (same formula, charge and spin) (kJ/mol) = 668.92
- HOMO (alpha / beta) (hartree) = -0.2980 / -0.2979
- E_LUMO (alpha / beta) (eV) = -0.5 / -0.5

=====

(6)
Formula: CH4O3PS
Source: the Open Molecules 2025 dataset
Level of theory: ωB97M-V/def2-TZVPD

Geometry (Å):
C 0.261 0.895 -0.174
O 1.693 0.361 2.558
O 1.424 -2.092 2.279
O -0.278 -0.766 3.438
P -0.111 -0.628 0.459
S 0.862 -0.822 2.507
H 1.262 1.084 0.047
H -0.023 0.911 -1.176
H 0.061 -2.035 -0.128
H -1.555 -0.603 0.357

Computed properties:
- SMILES string = C=[PH2]S(=O)(=O)[O-]
- E_tot (hartree) = -1005.736483
- gap between HOMO and LUMO (eV) = 8.0
- max |F| (Eh/bohr) = 0.0904
- total charge = -1
- energy relative to the best compared isomer or geometry (same formula, charge and spin) (kJ/mol) = 416.37
- HOMO (hartree) = -0.1418
- E_LUMO (eV) = 4.1

=====

> Which of these has the lowest max |F|?

C23H53FInN4O3

=====

Please write out number 6 again, unchanged.
Formula: CH4O3PS
Source: the Open Molecules 2025 dataset
Level of theory: ωB97M-V/def2-TZVPD

Geometry (Å):
C 0.261 0.895 -0.174
O 1.693 0.361 2.558
O 1.424 -2.092 2.279
O -0.278 -0.766 3.438
P -0.111 -0.628 0.459
S 0.862 -0.822 2.507
H 1.262 1.084 0.047
H -0.023 0.911 -1.176
H 0.061 -2.035 -0.128
H -1.555 -0.603 0.357

Computed properties:
- SMILES string = C=[PH2]S(=O)(=O)[O-]
- E_tot (hartree) = -1005.736483
- gap between HOMO and LUMO (eV) = 8.0
- max |F| (Eh/bohr) = 0.0904
- total charge = -1
- energy relative to the best compared isomer or geometry (same formula, charge and spin) (kJ/mol) = 416.37
- HOMO (hartree) = -0.1418
- E_LUMO (eV) = 4.1

=====

> The highest max |F| belongs to which entry?

CH4O3PS